ORCA calculation (ωB97M-V/def2-TZVPD) on 2 unconnected molecules or ions with the total composition Cl3O3PS.

## Properties
- Energy relative to the best compared isomer or geometry (same formula, charge and spin): 31.19 kJ/mol
- HOMO-LUMO gap: 0.37352 Eh
- HOMO level: -0.42240 Ha

ORCA input file:
```
! RIJCOSX wB97M-V def2-TZVPD def2/J DEFGRID3
* xyz 0 1
O 0.726 -0.179 -1.279
O -1.720 -0.192 0.160
O -4.018 0.810 -0.092
P 1.631 -0.100 -0.130
S -3.154 -0.370 -0.118
Cl 2.361 1.738 0.453
Cl 0.790 -0.824 1.577
Cl 3.384 -0.882 -0.571
*
```

---

ORCA calculation (ωB97M-V/def2-TZVPD) on 2 unconnected molecules or ions with the total composition C11H15N.

## Properties
- Energy relative to the best compared isomer or geometry (same formula, charge and spin): 38.59 kJ/mol
- HOMO-LUMO gap: 0.32208 Eh
- SMILES: Cc1c[nH]c2ccccc12.CC
- HOMO level: -0.28692 Ha

ORCA input file:
```
! RIJCOSX wB97M-V def2-TZVPD def2/J DEFGRID3
* xyz 0 1
C 2.238 0.187 -0.344
C 1.149 0.807 0.471
C 1.170 1.956 1.189
N -0.056 2.205 1.764
C -0.929 1.230 1.335
C -2.280 1.092 1.649
C -2.923 -0.011 1.102
C -2.245 -0.911 0.267
C -0.913 -0.744 -0.039
C -0.209 0.307 0.563
H 1.809 -0.649 -0.889
H 3.076 -0.189 0.240
H 2.582 0.838 -1.151
H 2.033 2.592 1.301
H -0.296 3.098 2.153
H -2.852 1.701 2.334
H -3.972 -0.148 1.328
H -2.816 -1.704 -0.196
H -0.393 -1.387 -0.736
C 1.689 -2.946 -2.515
C 1.708 -1.729 -3.407
H 0.731 -3.213 -2.092
H 2.154 -3.819 -2.950
H 2.215 -2.745 -1.576
H 2.681 -1.257 -3.545
H 0.981 -0.967 -3.143
H 1.518 -1.992 -4.458
*
```

---

ORCA calculation (ωB97M-V/def2-TZVPD) on a single C3H9NOS molecule.

## Properties
- Energy relative to the best compared isomer or geometry (same formula, charge and spin): 384.42 kJ/mol
- HOMO-LUMO gap: 0.36391 Eh
- SMILES: N[C@@H](CO)CS
- HOMO level: -0.34041 Ha

ORCA input file:
```
! RIJCOSX wB97M-V def2-TZVPD def2/J DEFGRID3
* xyz 0 1
N 1.374 1.059 -0.136
C 0.222 0.200 -0.244
C 0.588 -1.202 0.413
O 1.752 -1.755 -0.300
C -1.203 0.714 0.095
S -2.113 -0.861 -0.133
H 1.148 1.218 0.830
H 1.706 1.966 -0.720
H 0.155 -0.161 -1.250
H 0.745 -0.753 1.386
H -0.330 -1.902 0.311
H 2.319 -1.069 -0.220
H -1.212 1.392 1.205
H -1.745 1.407 -0.787
H -3.409 -0.252 -0.448
*
```

---

ORCA calculation (ωB97M-V/def2-TZVPD) on a single C6H11N3 molecule.

## Properties
- Energy relative to the best compared isomer or geometry (same formula, charge and spin): 109.73 kJ/mol
- HOMO-LUMO gap: 0.34146 Eh
- SMILES: [H]/N=C(\N)N(C)C(=C)C=C
- HOMO level: -0.31354 Ha

ORCA input file:
```
! RIJCOSX wB97M-V def2-TZVPD def2/J DEFGRID3
* xyz 0 1
H -0.024 -3.476 0.428
N -0.431 -2.646 0.009
C 0.117 -1.561 0.383
N 1.193 -1.464 1.249
N -0.267 -0.385 -0.221
C -1.222 -0.503 -1.304
C -0.162 0.864 0.416
C -0.454 1.036 1.710
C 0.322 1.979 -0.399
C 0.994 1.838 -1.534
H 1.327 -2.234 1.883
H 1.425 -0.556 1.617
H -2.204 -0.800 -0.926
H -1.305 0.452 -1.818
H -0.880 -1.276 -1.990
H -0.815 0.228 2.324
H -0.318 1.988 2.192
H 0.135 2.963 0.011
H 1.212 0.866 -1.943
H 1.357 2.688 -2.087
*
```

---

ORCA calculation (ωB97M-V/def2-TZVPD) on a single C10H10FN molecule.

## Properties
- Energy relative to the best compared isomer or geometry (same formula, charge and spin): 184.00 kJ/mol
- HOMO-LUMO gap: 0.38786 Eh
- SMILES: C#C[C@](F)(CC)c1ccccn1
- HOMO level: -0.35575 Ha

ORCA input file:
```
! RIJCOSX wB97M-V def2-TZVPD def2/J DEFGRID3
* xyz 0 1
C -2.221 2.447 1.267
C -1.677 1.547 0.689
C -1.190 0.455 -0.175
F -1.576 0.623 -1.516
C -1.721 -0.893 0.416
C -1.312 -2.008 -0.456
C 0.383 0.395 -0.098
C 1.131 -0.186 -1.155
C 2.464 0.046 -1.118
C 3.075 0.524 0.118
C 2.176 0.904 1.066
N 0.847 0.984 0.930
H -2.889 3.089 1.775
H -2.805 -0.891 0.610
H -1.171 -0.957 1.335
H -0.308 -2.298 -0.408
H -1.671 -1.701 -1.437
H -1.907 -2.837 -0.223
H 0.556 -0.639 -1.998
H 3.185 -0.203 -1.859
H 4.077 0.267 0.268
H 2.555 1.332 1.968
*
```

---

ORCA calculation (ωB97M-V/def2-TZVPD) on 8 unconnected molecules or ions with the total composition C5H28N2O8.

## Properties
- Energy relative to the best compared isomer or geometry (same formula, charge and spin): 140.38 kJ/mol
- HOMO-LUMO gap: 0.32028 Eh
- SMILES: C[C@@H](N)CNCCO.O.O.O.O.O.O.O
- HOMO level: -0.31592 Ha

ORCA input file:
```
! RIJCOSX wB97M-V def2-TZVPD def2/J DEFGRID3
* xyz 0 1
C -1.647 3.017 -0.751
C -0.829 1.744 -0.889
N 0.309 1.596 -0.006
C -1.840 0.545 -0.762
N -1.154 -0.737 -0.740
C -0.904 -1.467 -1.959
C 0.258 -0.943 -2.792
O 1.476 -1.144 -2.016
H -2.448 2.861 -0.025
H -1.026 3.804 -0.311
H -2.041 3.375 -1.696
H -0.462 1.544 -1.899
H 0.704 0.688 -0.213
H 0.066 1.607 0.979
H -2.541 0.563 -1.594
H -2.296 0.586 0.226
H -0.511 -0.981 -0.012
H -0.712 -2.506 -1.672
H -1.825 -1.533 -2.548
H 0.474 -1.603 -3.641
H 0.093 0.087 -3.089
H 2.067 -0.429 -2.296
O 1.335 -0.909 1.266
H 0.900 -1.766 1.114
H 1.965 -0.787 0.555
O -0.578 -1.180 3.900
H -1.351 -1.705 3.688
H -0.168 -0.892 3.085
O 1.592 3.842 1.841
H 2.102 3.116 2.228
H 1.326 3.420 1.011
O 2.341 0.836 3.317
H 1.602 0.649 2.727
H 2.642 -0.038 3.574
O 2.412 1.407 -2.223
H 2.578 2.160 -2.744
H 2.078 1.703 -1.378
O -2.499 -3.179 1.635
H -3.081 -3.461 0.931
H -1.992 -2.463 1.243
O 0.513 -3.444 0.654
H 1.013 -3.955 0.012
H 0.058 -4.027 1.270
*
```

---

ORCA calculation (ωB97M-V/def2-TZVPD) on a single C4H8S3 molecule.

## Properties
- Energy relative to the best compared isomer or geometry (same formula, charge and spin): 87.79 kJ/mol
- HOMO-LUMO gap: 0.34391 Eh
- SMILES: CC1(S)SCCS1
- HOMO level: -0.32420 Ha

ORCA input file:
```
! RIJCOSX wB97M-V def2-TZVPD def2/J DEFGRID3
* xyz 0 1
C -1.116 0.358 -1.461
C -1.005 -0.005 0.055
S -2.628 -0.392 0.723
S 0.059 -1.821 0.096
C 1.584 -1.169 0.829
C 1.615 0.395 0.349
S 0.039 1.195 0.927
H -1.739 -0.368 -2.016
H -0.149 0.585 -1.993
H -1.502 1.418 -1.439
H -2.227 -1.626 1.224
H 2.452 -1.617 0.343
H 1.467 -1.216 1.931
H 2.382 0.966 0.910
H 1.798 0.572 -0.673
*
```

---

ORCA calculation (ωB97M-V/def2-TZVPD) on a molecular structure, C17H20BClIrN6.

## Properties
- HOMO-LUMO gap (alpha / beta): 0.19502 / 0.16039 Eh
- HOMO level (alpha / beta): -0.42505 / -0.54852 Ha

ORCA input file:
```
! RIJCOSX wB97M-V def2-TZVPD def2/J DEFGRID3
* xyz 2 6
H 0.011 -2.255 2.234
N 1.233 -1.364 0.743
B 3.108 -0.666 -0.839
N 2.495 -1.614 0.237
C 3.003 -2.678 0.886
Ir -0.012 0.096 0.129
H 3.977 -3.011 0.593
C 2.067 -3.137 1.800
H 2.159 -3.980 2.456
C 0.963 -2.289 1.702
H 4.195 -1.004 -1.203
C -0.957 1.972 -0.154
H -1.995 2.218 0.152
H -1.149 1.824 -1.247
H -0.306 2.846 -0.258
N 3.066 0.747 -0.198
N 2.064 -0.661 -2.006
N 1.859 1.216 0.274
N 0.747 -0.316 -1.749
C 4.027 1.684 0.020
C 2.200 -0.914 -3.325
H 5.032 1.418 -0.325
H 3.164 -1.207 -3.678
C 3.442 2.777 0.639
C 0.958 -0.750 -3.948
C 2.072 2.436 0.775
C 0.064 -0.362 -2.926
H 3.945 3.699 0.936
H 0.723 -0.888 -4.976
H 1.271 3.024 1.183
H -0.991 -0.107 -2.953
H -0.704 1.472 0.905
Cl -2.145 -1.181 3.132
C -3.206 -0.370 2.050
C -4.389 0.162 2.568
C -5.279 0.831 1.715
C -4.988 0.949 0.350
C -3.814 0.395 -0.163
C -2.901 -0.282 0.674
C -1.708 -0.974 0.076
H -4.614 0.046 3.630
H -6.195 1.264 2.120
H -5.683 1.466 -0.328
H -3.605 0.448 -1.238
H -1.419 -1.921 0.558
H -1.788 -1.058 -1.025
*
```